The following is a quantum chemistry calculation of a molecular structure, C15H27N2O4PtSi at a distorted geometry, from the OMol25 dataset.

Structure (XYZ):
```
50
Properties=species:S:1:pos:R:3
Pt 0.61 0.65 -0.40
C 5.50 0.18 1.41
O 4.58 0.52 0.31
C 3.31 0.46 0.43
O 2.61 0.70 -0.59
N 2.72 0.14 1.60
N 1.31 0.16 1.68
H 6.48 0.22 0.96
H 5.28 -0.83 1.76
H 5.41 0.94 2.19
H 3.25 -0.04 2.44
H 1.02 0.92 2.29
H 0.98 -0.72 2.07
C -0.35 4.91 -1.81
Si 0.55 3.38 -2.58
C 2.12 3.72 -3.45
C -0.98 2.81 -3.72
O 0.43 2.24 -1.42
H -0.36 5.59 -2.66
H 0.32 5.23 -1.01
H -1.34 4.65 -1.46
H 1.93 4.38 -4.30
H 2.59 2.81 -3.82
H 2.83 4.23 -2.79
H -1.06 3.68 -4.36
H -1.85 2.62 -3.11
H -0.57 1.93 -4.21
C -1.85 -5.38 2.15
C -1.92 -3.97 1.67
C -0.99 -3.49 0.73
C -1.04 -2.20 0.26
C -0.16 -1.85 -0.89
C -2.06 -1.31 0.74
C -2.20 0.02 0.29
O -1.37 0.79 -0.29
C -3.04 -1.80 1.66
C -4.18 -1.00 2.21
C -2.92 -3.12 2.11
H -0.88 -5.83 1.96
H -2.61 -5.98 1.62
H -2.08 -5.45 3.21
H -0.25 -4.18 0.34
H 0.46 -2.69 -1.22
H 0.75 -1.15 -0.60
H -0.67 -1.42 -1.74
H -3.17 0.50 0.42
H -4.19 0.05 1.97
H -4.19 -1.09 3.30
H -5.12 -1.44 1.86
H -3.66 -3.49 2.81
```

The spin multiplicity is 1. The lowest unoccupied orbital energy (spin up / spin down) comes out at -0.503 / -0.503 Eh. The HOMO-LUMO gap (spin up / spin down) is 4.23 / 4.24 eV. The total charge is +3. The calculation puts the HOMO energy (spin up / spin down) at -17.92 / -17.92 eV. For the energy relative to the best compared isomer or geometry (same formula, charge and spin), the calculation gives 2.503 eV.

How positive or negative is each atom? The natural (NBO) charges in e answer that: 1.37 -0.28 -0.40 0.93 -0.62 -0.47 -0.63 0.27 0.21 0.22 0.44 0.43 0.43 -0.89 1.81 -1.19 -0.77 -0.89 0.27 0.27 0.27 0.30 0.29 0.29 0.27 0.26 0.26 -0.67 0.13 -0.14 -0.04 -0.53 -0.22 0.44 -0.60 0.15 -0.67 -0.22 0.24 0.28 0.26 0.23 0.29 0.12 0.26 0.21 0.22 0.27 0.28 0.25